--- one ---
The following is a quantum chemistry calculation of a gas-phase ion, CH4ClN2O (charge +1), from the OMol25 dataset.

```
9
CH4ClN2O | the OMol25 dataset | ωB97M-V/def2-TZVPD
Cl -1.17234 -1.49418 -0.70518
H 1.71197 -1.05458 -1.31694
O -1.70512 0.92309 0.67430
N 1.31308 -0.37133 -0.69374
N -0.34269 0.87029 0.43597
C 0.08459 -0.54582 -0.28496
H 1.73832 0.53401 -0.53176
H -1.99698 0.20457 1.28091
H 0.36917 0.93394 1.14142
```

Output
* highest occupied orbital energy: -15.68 eV
* charge: +1
* molar mass: 95.51 g mol⁻¹
* SMILES string: N/C(Cl)=[NH+]/O
* gap between HOMO and LUMO: 10.0 eV

***

--- two ---
The following is a quantum chemistry calculation of a gas-phase ion, CH4ClN2O (charge +1), from the OMol25 dataset.

```
9
CH4ClN2O | the OMol25 dataset | ωB97M-V/def2-TZVPD
N 0.28176 -0.56939 -0.00219
N -0.99942 -0.80442 0.00137
H 0.27371 1.33519 -0.84448
Cl -2.21903 0.40776 0.00029
O 1.04564 -1.48447 0.00065
H -1.28657 -1.79097 0.00179
H 0.39264 1.29400 0.91516
H 1.80054 0.81930 -0.06931
C 0.71073 0.79300 -0.00330
```

Output
* highest occupied orbital energy: -16.49 eV
* charge: +1
* molar mass: 95.51 g mol⁻¹
* SMILES string: C[N+](=O)NCl
* gap between HOMO and LUMO: 10.1 eV

***

Most stable: one

***

--- one ---
The following is a quantum chemistry calculation of 2 unconnected molecules or ions with the total composition C2H3N2O2S, from the OMol25 dataset.

```
10
C2H3N2O2S | the OMol25 dataset | ωB97M-V/def2-TZVPD
O -0.68415 -2.22474 -0.13738
C -0.39752 1.40045 -0.63975
O -1.33552 2.17556 -0.61504
H 1.08872 0.29313 1.19121
N -0.03973 -1.26472 0.21282
H -1.19736 -0.07449 -1.75277
S 1.12445 1.90807 -0.01505
H 0.89314 -1.49014 1.90143
C 0.85217 -0.89986 1.03655
N -0.30419 0.17673 -1.18202
```

Output
* highest occupied orbital energy (alpha / beta): -3.27 / -3.27 eV
* charge: -1
* molar mass: 119.12 g mol⁻¹
* gap between HOMO and LUMO (alpha / beta): 6.4 / 6.5 eV

***

--- two ---
The following is a quantum chemistry calculation of 2 unconnected molecules or ions with the total composition C2H3N2O2S, from the OMol25 dataset.

```
10
C2H3N2O2S | the OMol25 dataset | ωB97M-V/def2-TZVPD
H -0.72224 2.02738 -0.30485
O 0.04754 -2.28648 -1.54833
N -0.64631 1.04335 0.05404
N 0.64986 0.85969 -3.10710
H 2.34658 -0.51911 -0.98827
O -1.43858 -1.56690 0.18949
C 0.40759 0.49368 -2.04867
S 0.14594 -1.51866 -0.37849
C -0.11819 0.24943 -0.79102
H -1.68759 -0.87960 0.87314
```

Output
* highest occupied orbital energy (alpha / beta): -2.62 / -2.62 eV
* charge: -1
* molar mass: 119.12 g mol⁻¹
* gap between HOMO and LUMO (alpha / beta): 6.2 / 6.2 eV

***

Most stable: two

***

--- one ---
The following is a quantum chemistry calculation of 2 unconnected molecules or ions with the total composition C3H5N2OP, from the OMol25 dataset.

```
12
C3H5N2OP | the OMol25 dataset | ωB97M-V/def2-TZVPD
O -0.45404 -0.77898 -1.43781
H 0.91748 0.50258 2.14224
H -1.38491 -0.33494 1.61991
C 0.56673 0.03681 1.11544
H -2.04114 -1.46556 -0.57801
H 1.07741 -0.43883 -0.73472
N 1.49792 -0.05918 0.20636
N -0.45434 2.34714 -1.07782
H 2.41599 -0.05871 0.54519
C -0.72929 -0.38075 0.86329
C -1.05932 -0.88990 -0.40028
P -0.35250 1.52032 -2.26380
```

Output
* highest occupied orbital energy: -8.94 eV
* molar mass: 116.06 g mol⁻¹
* SMILES string: N/C=C\C=O.N#P
* gap between HOMO and LUMO: 9.3 eV

***

--- two ---
The following is a quantum chemistry calculation of a molecular structure, C3H5N2OP, from the OMol25 dataset.

```
12
C3H5N2OP | the OMol25 dataset | ωB97M-V/def2-TZVPD
H 0.26218 -2.49285 -0.62296
C 0.10070 -1.41385 -0.14407
N 1.90774 1.35752 -0.48121
H 0.25601 0.33883 1.25021
P 2.56779 0.26111 0.21273
H -0.20234 2.09455 0.86034
N -0.41793 1.06249 0.94270
H -1.50473 -1.16596 -1.35415
O 0.95366 -1.16610 0.66109
C -1.00015 -0.67850 -0.56267
C -1.06349 0.62614 -0.13247
H -1.85944 1.17661 -0.62955
```

Output
* highest occupied orbital energy: -8.99 eV
* molar mass: 116.06 g mol⁻¹
* gap between HOMO and LUMO: 9.1 eV

***

Most stable: one

***

--- one ---
The following is a quantum chemistry calculation of 2 unconnected molecules or ions with the total composition C9H12NO, from the OMol25 dataset.

```
23
C9H12NO | the OMol25 dataset | ωB97M-V/def2-TZVPD
H -1.43666 -0.05034 -3.89329
H 2.19228 1.67410 1.09607
O -1.35392 0.97336 1.97753
C -1.27182 1.09802 -0.73078
N -1.43596 -0.06695 -0.07075
H -1.71569 -2.18513 -2.63359
H -1.57800 -1.04229 1.80075
H 2.49080 -1.03920 2.52007
H -1.15512 1.97877 -0.11192
C -1.58926 -1.24869 -2.11334
C 1.73431 -0.88768 0.58360
C 2.56646 1.05217 1.90722
C -1.43098 -0.05526 -2.81553
H 2.14923 1.39586 2.85360
H 3.64807 1.17926 1.97458
C -1.45785 -0.03757 1.37923
H 1.55389 -1.94155 0.46335
H -1.70457 -2.12544 -0.14790
C -1.58659 -1.22754 -0.73783
C 2.25420 -0.38156 1.69427
H 1.52188 -0.26593 -0.27342
H -1.13135 2.07207 -2.61672
C -1.26337 1.13152 -2.10519
```

Output
* highest occupied orbital energy: -12.84 eV
* charge: +1
* molar mass: 150.20 g mol⁻¹
* gap between HOMO and LUMO: 7.4 eV

***

--- two ---
The following is a quantum chemistry calculation of 2 unconnected molecules or ions with the total composition C9H12NO, from the OMol25 dataset.

```
23
C9H12NO | the OMol25 dataset | ωB97M-V/def2-TZVPD
H 1.24232 -1.13694 -1.64417
C -1.92994 -1.59268 0.82742
C 0.73686 -0.08337 1.18774
H 2.31406 0.53955 2.33499
O -2.05196 1.33050 0.23763
H -2.42231 -1.70219 -1.36320
H 0.42012 0.44124 -1.85087
H -2.85925 -1.12522 0.99094
H 0.17206 -0.20811 2.05137
H 3.82994 1.05747 0.31577
C 1.04263 -0.20385 -1.26225
H -2.82603 3.00111 -0.84294
C 2.82437 0.61568 0.21329
C 2.04197 0.37049 1.35308
C -2.06421 2.48748 -0.13943
C 0.21176 -0.32728 -0.05746
H -1.24347 3.12905 0.27004
C -1.64635 -1.95902 -0.60463
N -1.00491 -0.83108 -0.00955
C 2.36492 0.35517 -1.01790
H -1.38077 -2.31603 1.54358
H -0.81184 -2.69985 -0.81163
H 3.04003 0.85789 -1.72180
```

Output
* highest occupied orbital energy (alpha / beta): -12.78 / -12.78 eV
* charge: +1
* molar mass: 150.20 g mol⁻¹
* gap between HOMO and LUMO (alpha / beta): 7.9 / 7.9 eV

***

Most stable: one

***

--- one ---
The following is a quantum chemistry calculation of 2 unconnected molecules or ions with the total composition C4H9BO2, from the OMol25 dataset.

```
16
C4H9BO2 | the OMol25 dataset | ωB97M-V/def2-TZVPD
C 1.82743 -0.80488 -1.25343
O -0.53956 2.00303 1.44464
C 0.69438 1.40872 1.01279
H 2.19324 -0.24767 -2.10418
C -0.95412 -1.72338 -1.64166
H 2.60805 -1.11745 -0.59004
B 0.42716 -1.14409 -1.30493
H 1.45056 2.25022 1.32412
O -1.33349 0.01866 2.17807
H -1.41586 -1.00999 -2.33403
H 0.62697 1.23190 -0.03117
C -1.46466 1.20359 2.01806
H -1.62213 -1.55626 -0.72359
H -1.02919 -2.74700 -2.04939
H 0.85535 0.51659 1.54339
H -2.32412 1.71800 2.51136
```

Output
* highest occupied orbital energy: -8.31 eV
* molar mass: 99.93 g mol⁻¹
* SMILES string: COC=O.C=BC
* gap between HOMO and LUMO: 8.9 eV

***

--- two ---
The following is a quantum chemistry calculation of C4H9BO2 in the gas phase, from the OMol25 dataset.

```
16
C4H9BO2 | the OMol25 dataset | ωB97M-V/def2-TZVPD
H -1.07325 0.30058 -0.69746
H 0.69489 1.50572 -2.28857
O -0.52186 -2.27743 -0.28344
C -0.20009 0.76720 -0.26951
C 0.89276 1.03650 -1.25542
H -0.33302 1.87923 1.47948
H 1.20316 -0.00714 -1.51171
C 0.06932 -1.53479 0.57555
H -0.79723 -3.18936 1.81058
H 1.68801 1.72697 -0.84943
H -1.82906 2.03758 0.53732
B 0.03452 -3.04096 1.05999
O 0.31841 -0.29538 0.70130
C -0.72763 1.95702 0.41547
H 0.96485 -3.74943 0.63865
H -0.38378 2.88370 -0.06280
```

Output
* highest occupied orbital energy: -9.94 eV
* molar mass: 99.93 g mol⁻¹
* gap between HOMO and LUMO: 10.7 eV

***

Most stable: two

***

--- one ---
The following is a quantum chemistry calculation of a gas-phase ion, C5H9N4O (charge +1), from the OMol25 dataset.

```
19
C5H9N4O | the OMol25 dataset | ωB97M-V/def2-TZVPD
H -1.49098 -1.23329 -1.11516
H 0.23614 2.59721 0.48188
O -1.59132 -0.87852 1.18521
H 2.31358 -1.45825 2.25198
H 1.76813 1.01585 2.46544
C -0.35016 -0.71975 0.55347
H 0.84516 0.34615 -1.84926
N -0.56239 -0.87863 -1.00953
C -0.27478 0.32735 -1.69327
C 0.25176 0.62096 0.91331
H -2.09316 -1.30844 0.53087
C 1.57364 -0.94956 1.81587
N -0.84033 1.48195 -1.01352
H 0.32544 -2.58704 1.23424
N 1.28810 0.34689 1.85085
C -0.07832 1.70579 0.14960
N 0.67223 -1.67342 1.16858
H -1.26586 2.11704 -1.63517
H -0.71475 0.11462 -2.64729
```

Output
* highest occupied orbital energy: -12.61 eV
* charge: +1
* molar mass: 141.15 g mol⁻¹
* SMILES string: O[C@@]12NCNC=C1NC=[NH+]2
* gap between HOMO and LUMO: 8.7 eV

***

--- two ---
The following is a quantum chemistry calculation of a gas-phase ion, C5H9N4O (charge +1), from the OMol25 dataset.

```
19
C5H9N4O | the OMol25 dataset | ωB97M-V/def2-TZVPD
H -2.54270 1.34881 -1.99743
H 0.27585 -0.69211 -1.33824
C 1.62866 -1.95603 2.25158
C -0.52982 2.10244 -1.90620
O 1.17158 -1.29596 0.99898
H 1.36935 -1.39847 3.15108
H 2.78026 -1.97846 1.99267
N 0.10819 -0.04941 -0.56033
H 0.49265 2.16735 -2.53358
H 1.28370 -2.95718 2.41458
C 0.40092 -0.30940 0.73196
H -1.35447 0.05867 -2.69621
H -0.01490 0.16599 2.64534
C -1.56832 0.98472 -2.16715
H -0.85746 3.10948 -1.77674
C -0.82428 1.10045 -0.82753
N -1.44440 1.63974 0.28360
N -0.31314 0.37247 1.67443
N -1.32051 1.21990 1.37636
```

Output
* highest occupied orbital energy: -13.62 eV
* charge: +1
* molar mass: 141.15 g mol⁻¹
* SMILES string: COC1=[NH+]N=NC2(CC2)N1
* gap between HOMO and LUMO: 9.7 eV

***

Most stable: one